Model one:
Entry from the OMol25 dataset: a single C2H2ClNS2 molecule (ωB97M-V/def2-TZVPD).

Cartesian coordinates (Å):
C  -0.14308  0.97144  -0.88547
C  0.84153  0.80544  -0.05970
N  -0.55435  -1.62719  -0.50619
S  -1.34938  -0.47978  -1.27681
S  0.34260  -1.56744  0.74230
Cl  -0.12646  -0.52291  2.69282
H  -0.54969  1.75592  -1.39186
H  1.53883  0.66452  0.68490

## Properties
LUMO (spin up / spin down) (Ha): -0.0469 / -0.0470
Spin multiplicity: 1
Net charge: 0
Frontier orbital gap (spin up / spin down) (eV): 7.50 / 7.50

Results of the Löwdin charge analysis, in e, for atoms 1 through 6: atom 1 (C): -0.380, atom 2 (C): -0.026, atom 3 (N): -0.943, atom 4 (S): 0.816, atom 5 (S): 0.595, atom 6 (Cl): -0.059

Model two:
Entry from the OMol25 dataset: a molecular structure, C2H2ClNS2 (ωB97M-V/def2-TZVPD).

Cartesian coordinates (Å):
C  0.85786  -0.07907  -0.19172
C  -0.02990  -0.77245  0.54970
N  2.21109  -1.63246  1.16097
S  2.52457  -0.55871  0.03079
S  0.66471  -1.90732  1.62944
Cl  3.59810  -0.87600  -2.25787
H  0.60369  0.73810  -0.83865
H  -1.10045  -0.70450  0.51797

## Properties
LUMO (spin up / spin down) (Ha): -0.0570 / -0.0570
Spin multiplicity: 1
Net charge: 0
Frontier orbital gap (spin up / spin down) (eV): 7.10 / 7.11

Results of the Löwdin charge analysis, in e, for atoms 1 through 6: atom 1 (C): -0.400, atom 2 (C): -0.456, atom 3 (N): -0.718, atom 4 (S): 0.781, atom 5 (S): 0.952, atom 6 (Cl): -0.315

Relative calculated energies, zero for the most stable structure, unit eV: model one 2.365; model two 0.000.

Model one:
Entry from the OMol25 dataset: a molecular structure, C7H17N (ωB97M-V/def2-TZVPD).

Cartesian coordinates (Å):
C  -0.30819  2.26585  -2.27703
N  -0.38685  0.30868  0.32628
C  0.65238  -0.30154  -0.20309
C  -0.05036  -0.51120  1.56848
C  1.14832  -0.02010  2.39227
C  -0.18191  -2.05992  1.63482
C  0.73372  -1.44942  -1.14316
C  -1.67623  1.72841  -2.00136
H  -0.10185  2.96743  -1.44211
H  0.51262  1.53850  -2.19419
H  -0.26151  2.83934  -3.21879
H  1.64756  0.17952  -0.12384
H  -0.92947  -0.24109  2.14301
H  1.01175  -0.20503  3.48329
H  1.27050  1.04537  2.19506
H  2.00033  -0.62962  2.02274
H  -1.03900  -2.35363  1.01117
H  -0.47713  -2.36156  2.67944
H  0.64688  -2.69568  1.34993
H  1.84452  -1.60344  -1.21315
H  0.45365  -1.14237  -2.15440
H  0.29371  -2.40752  -0.92179
H  -2.17753  1.37748  -2.88323
H  -2.21257  2.62048  -1.60968
H  -1.68082  0.99868  -1.23301

## Properties
LUMO (spin up / spin down) (Ha): 0.1556 / 0.1531
Spin multiplicity: 2
Net charge: -1
Frontier orbital gap (spin up / spin down) (eV): 4.54 / 6.09

Results of the Löwdin charge analysis, in e, for atoms 1 through 6: atom 1 (C): -0.205, atom 2 (N): -0.054, atom 3 (C): -0.494, atom 4 (C): -0.560, atom 5 (C): -0.122, atom 6 (C): -0.121

Model two:
Entry from the OMol25 dataset: 2 unconnected molecules or ions with the total composition C7H17N (ωB97M-V/def2-TZVPD).

Cartesian coordinates (Å):
C  0.05821  -0.67423  -1.17120
C  1.40868  -0.57224  -0.45709
C  1.39112  -0.93500  1.04011
C  0.69575  -2.28986  1.30555
C  -1.06171  0.24358  -0.63083
N  -1.59568  -0.16251  0.59384
C  -1.59194  0.79378  1.66481
C  -0.20319  2.12055  -1.99277
H  -0.30348  -1.69651  -0.95602
H  0.10842  -0.64324  -2.25437
H  2.25029  -1.03736  -0.96770
H  1.53220  0.52566  -0.53085
H  2.45380  -0.96978  1.28872
H  1.04828  -0.11181  1.66825
H  -0.32544  -1.89826  1.38386
H  1.11139  -2.71131  2.22430
H  0.97365  -2.96931  0.50479
H  -0.35692  1.34901  -0.58214
H  -1.81600  0.37619  -1.43238
H  -0.95727  0.54849  2.53179
H  -1.30307  1.82354  1.36814
H  -2.62979  0.97239  2.01912
H  0.74271  2.61038  -2.29562
H  -0.87805  2.36261  -2.85414
H  -0.75195  2.94526  -1.46816

## Properties
LUMO (spin up / spin down) (Ha): 0.1535 / 0.1404
Spin multiplicity: 2
Net charge: -1
Frontier orbital gap (spin up / spin down) (eV): 6.07 / 5.58

Results of the Löwdin charge analysis, in e, for atoms 1 through 6: atom 1 (C): -0.259, atom 2 (C): -0.230, atom 3 (C): -0.279, atom 4 (C): -0.123, atom 5 (C): -0.406, atom 6 (N): -0.173

Relative calculated energies, zero for the most stable structure, unit eV: model one 0.000; model two 1.310.

Model one:
Entry from the OMol25 dataset: 2 unconnected molecules or ions with the total composition C2H2S2 (ωB97M-V/def2-TZVPD).

Cartesian coordinates (Å):
C  -3.46736  -0.39394  -1.07890
C  -0.03578  0.45622  0.07872
S  -3.71060  -0.15208  0.38030
S  -0.59433  2.00513  -0.11049
H  0.84632  -0.02377  -0.54179
H  -0.43871  -0.30160  0.87067

## Properties
LUMO (spin up / spin down) (Ha): -0.0246 / -0.0246
Spin multiplicity: 1
Net charge: 0
Frontier orbital gap (spin up / spin down) (eV): 8.41 / 8.41

The molecule's Löwdin atomic charges, reported in e, are given here: atom 1 (C): -0.610, atom 2 (C): -0.605, atom 3 (S): 0.625, atom 4 (S): 0.527, atom 5 (H): 0.041, atom 6 (H): 0.022

Model two:
Entry from the OMol25 dataset: a single C2H2S2 molecule (ωB97M-V/def2-TZVPD).

Cartesian coordinates (Å):
C  -0.91257  0.36678  0.39173
C  0.42163  0.19298  0.00250
S  -2.43301  0.33663  0.03640
S  1.05556  -1.64224  0.09692
H  0.61823  0.12012  -1.11889
H  1.25016  0.62573  0.59135

## Properties
LUMO (spin up / spin down) (Ha): -0.0893 / -0.0789
Spin multiplicity: 1
Net charge: 0
Frontier orbital gap (spin up / spin down) (eV): 5.16 / 5.77

The molecule's Löwdin atomic charges, reported in e, are given here: atom 1 (C): -0.599, atom 2 (C): -0.705, atom 3 (S): 0.881, atom 4 (S): 0.276, atom 5 (H): 0.085, atom 6 (H): 0.061

Relative calculated energies, zero for the most stable structure, unit eV: model one 0.000; model two 0.401.

Model one:
Entry from the OMol25 dataset: a single C5H8N4O molecule (ωB97M-V/def2-TZVPD).

Cartesian coordinates (Å):
C  -3.40847  0.28224  0.02810
C  -1.92304  0.09512  -0.06544
C  -0.87400  0.96344  0.09639
C  0.28347  0.26783  -0.07943
C  1.63719  0.87885  -0.17082
H  -3.82861  0.06039  1.00947
H  -3.65081  1.34140  -0.12177
H  -3.97450  -0.38816  -0.66850
H  -0.75538  2.00356  0.21079
H  0.56325  -1.80757  -0.06032
H  3.61945  0.58518  -0.16441
H  3.41683  -1.80347  -0.33071
H  3.24644  -1.20923  1.11683
N  -0.11442  -1.00901  -0.21973
N  -1.48457  -1.15653  -0.34774
N  2.76328  0.07444  -0.31835
N  2.77684  -1.25317  0.21872
O  1.70706  2.07468  -0.13307

## Properties
LUMO (Ha): 0.0199
Structure (SMILES): Cc1cc(C(=O)NN)[nH]n1
Spin multiplicity: 1
Net charge: 0
Frontier orbital gap (eV): 9.77

Results of the Löwdin charge analysis, in e, for atoms 1 through 6: atom 1 (C): -0.049, atom 2 (C): -0.348, atom 3 (C): 0.001, atom 4 (C): -0.195, atom 5 (C): -0.429, atom 6 (H): 0.068

Model two:
Entry from the OMol25 dataset: a single C5H8N4O molecule (ωB97M-V/def2-TZVPD).

Cartesian coordinates (Å):
N  -1.71499  0.06954  1.67217
C  -2.06167  -0.07503  0.29561
C  -1.30067  0.64354  -0.78713
N  0.03252  1.00686  -0.43868
C  0.73438  -0.11940  -0.15381
N  0.09944  -1.23263  -0.32349
C  -1.23844  -0.89641  -0.68856
C  2.15550  -0.06452  0.30410
N  3.02514  -0.94500  -0.06491
H  -1.27648  -0.76478  2.05089
H  -1.07869  0.84709  1.82587
H  -3.13150  -0.14323  0.07999
H  -1.80145  1.23042  -1.55625
H  0.43962  1.92076  -0.57101
H  -1.76041  -1.58181  -1.35725
O  2.68208  1.14722  0.22017
H  2.58411  -1.85148  -0.21224
H  3.61151  0.80886  -0.29544

## Properties
LUMO (Ha): 0.0060
Structure (SMILES): [H]/N=C(/O)C1=N[C@H]2[C@@H](N)[C@H]2N1
Spin multiplicity: 1
Net charge: 0
Frontier orbital gap (eV): 9.01

Results of the Löwdin charge analysis, in e, for atoms 1 through 6: atom 1 (N): 0.052, atom 2 (C): -0.294, atom 3 (C): -0.169, atom 4 (N): 0.102, atom 5 (C): -0.315, atom 6 (N): 0.127

Relative calculated energies, zero for the most stable structure, unit eV: model one 0.000; model two 1.043.

Model one:
Entry from the OMol25 dataset: a single C19H24N2O5 molecule (ωB97M-V/def2-TZVPD).

Cartesian coordinates (Å):
C  -2.56398  -2.21536  -1.24241
H  -3.13308  -1.79752  -0.41424
C  -1.56878  -3.25100  -0.73033
C  -2.25307  -4.40571  -0.01544
H  -1.51286  -5.10402  0.36532
H  -2.83944  -4.03091  0.81942
H  -2.90922  -4.92742  -0.70554
H  -0.96401  -3.61737  -1.56942
O  -0.66849  -2.64729  0.22252
C  0.37045  -1.96881  -0.25738
O  0.57720  -1.75555  -1.42065
C  1.27455  -1.51564  0.87980
N  2.08980  -0.38741  0.49354
C  3.44003  -0.56127  0.45423
O  3.96351  -1.61080  0.76695
C  4.25798  0.68229  0.10293
C  5.57586  0.26658  -0.54377
H  5.37848  -0.18814  -1.51104
H  6.07902  -0.45690  0.08995
H  6.20700  1.13876  -0.68607
C  4.49918  1.44010  1.41894
H  5.10424  2.32224  1.22350
H  3.55253  1.75663  1.85465
H  5.01843  0.79725  2.12416
O  3.59971  1.53506  -0.82943
C  2.27361  1.73205  -0.63847
C  1.69181  2.88315  -1.15391
C  0.34024  3.11116  -0.99290
C  -0.45191  2.18707  -0.32138
C  0.12786  1.03343  0.19739
C  1.48368  0.79200  0.03679
H  -0.47967  0.33234  0.74776
C  -1.90907  2.47740  -0.16699
O  -2.34537  3.60126  -0.03554
N  -2.69641  1.36815  -0.18676
C  -4.12048  1.41479  -0.10061
C  -4.79048  0.55435  0.93088
C  -4.74657  2.04088  1.10731
H  -5.65111  2.61100  0.97026
H  -4.08258  2.44733  1.85273
H  -5.72868  0.08589  0.67620
H  -4.15904  -0.04556  1.56934
H  -4.62077  1.54657  -1.05635
H  -2.28059  0.48560  -0.44117
H  -0.11997  4.00624  -1.38037
H  2.32136  3.58233  -1.68003
H  1.97383  -2.33158  1.10363
H  0.68526  -1.30610  1.77649
H  -3.25317  -2.68625  -1.93727
H  -2.03682  -1.42125  -1.76721

## Properties
LUMO (Ha): 0.0224
Structure (SMILES): CC(C)OC(=O)CN1C(=O)C(C)(C)Oc2ccc(C(=O)NC3CC3)cc21
Spin multiplicity: 1
Net charge: 0
Frontier orbital gap (eV): 9.01

Results of the Löwdin charge analysis, in e, for atoms 1 through 6: atom 1 (C): -0.028, atom 2 (H): 0.076, atom 3 (C): -0.390, atom 4 (C): -0.034, atom 5 (H): 0.083, atom 6 (H): 0.085

Model two:
Entry from the OMol25 dataset: a single C19H24N2O5 molecule (ωB97M-V/def2-TZVPD).

Cartesian coordinates (Å):
C  -1.94317  -0.16186  5.69886
C  -2.41617  0.77315  4.59611
H  -3.18936  0.28769  3.99187
H  -2.79612  1.71035  5.00722
O  -1.33383  1.15679  3.74106
C  -1.00172  0.31091  2.76560
O  -1.57649  -0.71480  2.52100
C  0.20097  0.84075  1.99827
N  0.52218  0.00277  0.87192
C  1.64466  -0.74345  0.93212
O  2.41451  -0.69038  1.87349
N  1.88163  -1.60283  -0.14274
C  0.94449  -1.83791  -1.12373
C  -0.16421  -1.05946  -1.21367
C  -1.22319  -1.23341  -2.20483
O  -1.28560  -2.06147  -3.08958
O  -2.19810  -0.30966  -2.04744
C  -3.26572  -0.38525  -2.97520
H  -3.94690  0.42222  -2.71886
H  -3.76932  -1.35159  -2.90076
H  -2.89328  -0.26323  -3.99461
C  -0.34609  0.11689  -0.28440
C  -0.06430  1.41827  -1.01507
C  -1.03225  2.40752  -1.11009
C  -0.76258  3.59037  -1.77647
C  0.48145  3.79726  -2.34702
C  1.45451  2.81658  -2.25021
C  1.18245  1.63293  -1.58859
H  1.94207  0.86853  -1.51591
H  2.42688  2.97389  -2.69341
H  0.69271  4.72011  -2.86665
H  -1.52439  4.35280  -1.84903
H  -2.00423  2.24343  -0.66808
H  -1.38104  0.12749  0.07794
C  1.20188  -2.99503  -2.03412
H  2.14749  -2.87857  -2.55827
H  0.40350  -3.06716  -2.76401
H  1.23356  -3.92038  -1.46019
C  3.17423  -2.26977  -0.12604
C  4.19343  -1.51325  -0.97476
H  3.86379  -1.42787  -2.00829
H  5.14676  -2.03426  -0.95559
H  4.33855  -0.51317  -0.57303
H  3.50736  -2.27395  0.91423
H  3.07252  -3.29986  -0.46365
H  0.00305  1.86784  1.67527
H  1.06433  0.84152  2.67161
H  -2.77101  -0.38901  6.36428
H  -1.14412  0.30447  6.26981
H  -1.57377  -1.08840  5.26646

## Properties
LUMO (Ha): 0.0268
Structure (SMILES): CCOC(=O)CN1C(=O)N(CC)C(C)=C(C(=O)OC)[C@@H]1c1ccccc1
Spin multiplicity: 1
Net charge: 0
Frontier orbital gap (eV): 9.13

Results of the Löwdin charge analysis, in e, for atoms 1 through 6: atom 1 (C): -0.061, atom 2 (C): -0.214, atom 3 (H): 0.121, atom 4 (H): 0.122, atom 5 (O): 0.000, atom 6 (C): -0.464

Relative calculated energies, zero for the most stable structure, unit eV: model one 0.388; model two 0.000.

Model one:
Entry from the OMol25 dataset: a single C5H8O2 molecule (ωB97M-V/def2-TZVPD).

Cartesian coordinates (Å):
C  -1.42650  0.65396  0.87622
C  -0.04548  1.16523  0.44546
C  -1.72886  -0.17683  -1.30677
C  1.11475  -0.98968  -0.00901
C  0.98439  0.48552  -0.02324
O  -2.17943  0.56255  -0.33712
O  2.04280  1.11915  -0.64179
H  -1.98329  1.37209  1.43924
H  -1.38350  -0.41698  1.30824
H  -0.13329  2.27092  0.39925
H  -2.62098  -0.04608  -2.07724
H  0.24257  -1.41614  -0.62370
H  0.99593  -1.44177  1.01962
H  2.22890  -1.41485  -0.22942
H  2.85749  0.95978  -0.10166

## Properties
LUMO (spin up / spin down) (Ha): 0.0292 / -0.0310
Spin multiplicity: 3
Net charge: 0
Frontier orbital gap (spin up / spin down) (eV): 7.65 / 8.42

Results of the Löwdin charge analysis, in e, for atoms 1 through 6: atom 1 (C): -0.165, atom 2 (C): -0.048, atom 3 (C): 0.000, atom 4 (C): -0.055, atom 5 (C): -0.441, atom 6 (O): -0.201

Model two:
Entry from the OMol25 dataset: 2 unconnected molecules or ions with the total composition C5H8O2 (ωB97M-V/def2-TZVPD).

Cartesian coordinates (Å):
C  -1.05868  -0.55405  0.31804
C  -0.54973  0.47013  -0.48603
C  -0.88415  -1.71575  2.05687
C  1.72324  1.04217  -1.36299
C  0.73793  1.15857  -0.18893
O  -2.20351  -1.14115  -0.09152
O  -1.76292  -2.50731  2.04389
H  -1.11506  0.70229  -1.37035
H  -0.10349  -1.52242  2.78456
H  1.50497  0.15245  -1.95185
H  2.74626  0.96122  -1.00430
H  1.66286  1.91286  -2.00927
H  0.56411  2.21403  0.03722
H  1.16759  0.69846  0.70209
H  -2.42942  -1.87151  0.52257

## Properties
LUMO (spin up / spin down) (Ha): 0.0322 / -0.0835
Spin multiplicity: 3
Net charge: 0
Frontier orbital gap (spin up / spin down) (eV): 6.03 / 7.08

Results of the Löwdin charge analysis, in e, for atoms 1 through 6: atom 1 (C): -0.104, atom 2 (C): -0.026, atom 3 (C): -0.214, atom 4 (C): -0.092, atom 5 (C): -0.237, atom 6 (O): 0.047

Relative calculated energies, zero for the most stable structure, unit eV: model one 0.412; model two 0.000.